Entry 1:
Molecular formula: C30H75F4K4N2O28P5S4
Method: DFT, ωB97M-V/def2-TZVPD

LUMO level in eV: -6.894
HOMO level in eV: -12.6488
Gap between HOMO and LUMO in eV: 5.8
ΔE to the lowest compared entry with this formula, charge and spin in kcal/mol: 125.8

```
! wB97M-V def2-TZVPD RIJCOSX def2/J DEFGRID3
* xyz 2 1
O -2.775 -1.927 -3.948
H -5.278 1.761 8.602
C 0.554 -2.775 -3.507
H -7.650 1.234 2.535
H 4.142 1.522 -3.986
O -0.438 0.929 5.945
C -3.800 -0.808 4.517
H 2.643 -8.330 -4.176
H 6.497 5.882 -2.235
H -3.491 -1.543 3.774
H 2.607 1.735 -2.030
H 0.234 -9.108 -2.952
O -2.205 0.850 7.843
H -6.172 -2.697 6.389
H 0.253 7.752 -6.228
O -5.289 -0.969 -3.287
O 2.546 6.103 -6.013
H 5.285 4.201 -7.256
H 5.971 4.272 -2.683
H 4.690 -2.276 -3.681
H 2.328 6.535 -8.002
S -3.217 -3.126 -3.148
H -8.498 -4.478 5.963
S -0.135 0.026 -0.958
C 4.515 1.334 -2.979
C 6.448 2.879 -5.846
C -4.454 1.345 8.023
C 5.616 5.276 -2.448
H -0.415 4.657 8.597
C 0.120 -0.301 6.317
H 1.764 5.327 -1.672
C -0.854 -7.474 -2.190
O 2.590 -6.929 -2.531
H 1.297 3.857 -4.032
H 6.694 3.604 -5.071
C -8.126 0.394 4.413
H -9.063 1.862 3.299
H 6.427 -0.981 -2.082
H 0.052 5.441 -1.735
P 2.347 6.563 -4.463
H 4.917 5.212 -1.614
H -7.439 1.083 4.906
O -0.088 2.065 8.321
H -1.639 -7.319 -2.930
C 5.259 3.253 -6.718
H -3.948 1.247 4.937
O 0.887 5.863 -4.119
C 2.656 -7.264 -3.952
H 0.126 5.958 -6.425
O -1.171 -0.278 -1.923
P 6.887 1.002 -3.986
H 1.054 3.337 7.345
O 3.419 5.636 -3.571
H -0.219 -3.502 -3.753
H 4.318 0.270 -2.848
H -3.914 0.923 3.250
F 0.174 1.541 -1.438
H 0.020 3.760 10.137
H -8.930 0.440 5.147
H 5.303 -3.111 -2.433
C 4.826 5.968 -3.586
H 1.221 -0.370 4.438
O -0.062 -2.022 0.883
C 0.357 4.149 9.175
H 1.041 -3.428 -1.511
C 1.520 -3.397 -2.489
S -1.073 -0.960 0.893
H 2.482 -2.886 -2.538
O 8.315 1.423 -3.889
H -0.652 -0.982 6.676
K 1.382 -4.308 1.663
H -2.390 0.852 4.197
C -6.548 -3.445 5.691
H 7.636 -1.971 -2.950
O -5.513 -3.159 -4.610
O 1.722 -4.712 -2.977
K 1.655 1.178 1.969
O -7.718 -0.970 4.550
H 0.227 -9.212 -1.277
H 1.867 2.593 8.738
C 3.617 2.143 -1.999
H -2.994 2.392 9.144
H 2.357 7.875 -7.036
P 1.357 -5.997 -2.086
N -4.748 -3.198 -2.240
H -3.233 -1.082 5.407
O -6.057 -1.319 2.465
O -1.702 3.246 6.692
H 4.031 -5.614 -4.057
F -2.248 -2.965 -1.880
H -1.265 -9.660 -2.315
O 5.909 1.459 -2.805
H 5.141 5.773 -4.611
C -7.896 -3.648 6.332
O -2.502 -1.326 0.762
H -7.810 -3.689 7.417
H 0.985 3.883 -1.476
P -1.166 1.876 7.090
H 1.254 -2.561 -4.315
H 1.447 -1.801 5.473
C 6.683 -1.448 -3.033
C 1.928 6.873 -7.046
H -1.184 -6.975 -1.279
O 2.446 7.987 -4.231
H -9.308 0.449 2.456
O -2.785 -4.470 -3.519
S -5.358 -2.422 -3.374
O 6.129 1.577 -5.337
H 5.033 7.028 -3.443
H 0.815 -0.121 7.137
F -6.851 -2.601 -2.783
O 0.084 -6.724 -2.902
K -4.783 -2.794 0.540
O -6.519 -3.063 4.328
H -4.519 1.936 7.109
H -3.234 0.733 9.658
N -0.570 0.495 0.370
H 4.749 -7.106 -3.792
C -3.456 0.621 4.192
O 6.693 -0.634 -4.177
C -3.139 1.374 8.782
H -0.014 -1.667 4.581
H -8.593 -2.867 6.029
C 0.921 2.987 8.369
H 4.077 2.151 -1.011
C 0.433 6.899 -6.882
H -4.729 0.302 7.866
H 3.755 3.166 -2.349
O 1.161 -0.625 -1.204
C 5.670 -2.567 -3.304
C -8.548 0.929 3.072
C 0.882 4.806 -2.046
C 0.635 4.578 -3.553
P -6.307 -1.508 3.945
C 3.983 -6.643 -4.414
H 4.338 3.172 -6.140
H 1.107 4.911 9.383
H 0.020 -1.878 -3.193
H 5.243 2.517 -7.522
H 4.257 -6.775 -5.460
H 6.061 -3.343 -3.962
F -1.072 -0.559 2.385
H 7.318 2.986 -6.493
H -0.376 4.228 -3.766
C -0.441 -8.978 -2.106
H -5.862 -4.281 5.829
K -1.363 3.000 0.723
C 0.725 -1.068 5.112
O -5.144 -0.986 4.959
H 1.901 -6.783 -4.574
O 1.132 -5.764 -0.623
H -0.229 7.082 -7.728
*
```

---

Entry 2:
Molecular formula: C30H75F4Mn2NO12P2
Method: DFT, ωB97M-V/def2-TZVPD

LUMO level (alpha / beta) in eV: -6.047 / -6.393
HOMO level (alpha / beta) in eV: -11.9102 / -11.9102
⟨S²⟩: 30.01
Gap between HOMO and LUMO (alpha / beta) in eV: 5.9 / 5.5

```
! wB97M-V def2-TZVPD RIJCOSX def2/J DEFGRID3
* xyz 2 11
O 2.681 -3.133 -3.287
H -2.688 1.384 -0.621
H 1.823 0.730 3.605
H -5.529 -0.321 0.300
H 3.401 1.875 -1.826
H -3.833 -3.740 0.840
H 0.377 -0.019 4.243
H 3.274 2.791 0.796
H 0.704 4.833 3.575
C 5.437 -1.526 2.159
O -1.330 -0.413 -4.938
H -3.520 1.866 5.010
O 1.607 -0.407 -1.967
C -2.631 3.483 -0.205
C 3.555 3.098 -5.081
H -4.178 -2.933 2.485
H 0.877 2.170 0.987
C 2.218 -1.311 4.080
O -0.770 0.464 -2.207
H -3.247 3.575 4.840
H -3.108 1.483 1.719
H 4.516 1.485 -4.045
H 1.507 -3.259 3.368
H 5.780 -1.568 1.120
F -0.750 -2.731 -5.304
C 2.269 -2.113 5.406
H 2.155 5.531 2.913
P 0.320 -0.062 -1.370
H 3.425 -3.063 1.640
C 2.918 3.769 1.136
H -5.743 -1.262 1.819
H -5.967 -0.881 -2.776
O 1.067 -1.274 -4.584
H 6.052 -0.826 2.724
F 0.535 0.930 -0.240
H 2.860 -3.019 5.263
C 1.633 -1.915 1.674
C -5.349 -1.269 0.809
H -3.443 -1.168 -2.135
H 2.352 3.064 -2.507
H 3.767 4.235 1.637
H 0.319 -1.957 3.354
Mn 2.821 -1.031 -3.497
C 3.360 2.641 -2.608
H -4.244 2.781 3.664
H -1.055 3.449 2.188
C 3.990 -1.053 2.197
C 1.360 -2.201 3.142
H 0.475 -4.923 -1.398
H 2.133 2.955 2.937
H 4.335 0.453 0.661
C 1.289 4.913 2.661
C -2.127 2.387 3.434
H 0.059 -3.837 -2.723
H -2.780 3.476 0.877
C 3.128 -4.451 -1.282
H -5.836 0.022 -4.316
H 1.671 -2.774 -1.503
H 4.410 3.768 -4.980
Mn -2.114 1.031 -3.656
H -3.088 4.417 -0.555
C -4.227 -1.413 -3.934
N 3.575 -1.127 3.601
H 5.042 -0.752 4.735
O 2.482 1.091 -4.236
C -5.674 -0.938 -3.825
H 2.863 -3.933 -3.799
C 3.871 0.371 1.650
C -3.345 2.649 4.270
C 3.581 2.049 -3.983
O -3.295 -1.616 -0.465
H -5.191 3.035 -1.110
H 0.735 5.461 1.897
H 2.818 0.664 1.559
H 3.332 -1.834 0.346
H 2.585 4.413 0.320
H -2.621 0.315 2.972
H 4.316 1.086 2.341
H -6.343 -1.661 -4.295
H 3.619 2.661 -6.075
H 0.945 -5.285 -3.057
H -3.330 -0.855 1.456
H -4.722 -3.507 -4.227
C -4.719 2.157 -0.663
F -0.246 -1.283 -0.680
C 2.084 -3.632 -2.022
P -0.214 -1.308 -5.321
H -4.491 -3.057 -2.532
O -3.047 2.442 -2.368
O 4.274 -0.240 4.453
H -5.888 -1.979 0.172
H 1.271 -0.918 1.407
O -1.860 3.597 2.714
H 3.433 -5.318 -1.864
H -5.043 1.213 -1.091
H -1.548 3.568 -0.340
H -2.350 -1.759 -0.307
H 1.681 0.430 5.334
C -3.628 -2.938 1.546
C -3.219 2.290 -0.907
O 0.636 2.979 1.449
C 1.762 3.580 2.114
C 0.849 -4.483 -2.321
C 3.130 -2.038 1.407
C -2.345 1.243 2.460
H -2.575 -3.047 1.834
H 5.577 -2.528 2.564
H -4.944 2.181 0.402
O -3.429 -0.627 -2.970
H 2.735 -4.808 -0.327
H -3.097 -3.205 -3.599
C -3.883 -1.596 0.865
H 2.652 3.705 -4.974
H -3.855 -1.273 -4.948
C 1.458 0.013 4.353
H 1.679 1.616 -4.321
H -1.262 2.198 4.080
H 2.756 -1.534 6.191
H 1.151 -2.655 1.026
H 1.255 -2.366 5.719
C -4.143 -2.883 -3.551
H -1.389 1.018 1.966
H 4.059 3.432 -2.340
H -3.472 3.265 -2.647
H 3.958 -3.816 -0.962
F 0.096 -1.125 -6.795
*
```

---

Entry 3:
Molecular formula: C30H75In2N5Na3O14P
Method: DFT, ωB97M-V/def2-TZVPD

LUMO level in eV: -19.232
HOMO level in eV: -21.0934
Gap between HOMO and LUMO in eV: 1.9

```
! wB97M-V def2-TZVPD RIJCOSX def2/J DEFGRID3
* xyz 6 1
H 2.878 3.165 -3.738
H -2.357 -6.632 3.322
C 0.375 6.102 1.489
H 5.724 -1.570 -2.120
H 4.794 0.796 -1.847
H -4.868 6.477 -4.354
C 4.196 -0.072 -1.542
C 4.013 0.877 0.640
C 2.407 4.134 -3.551
N 2.010 4.326 1.916
O 1.045 2.025 1.154
H -1.673 3.067 -4.046
H 1.056 6.740 0.927
H 0.391 4.471 3.121
H -2.747 -4.591 4.867
C -5.106 -6.843 2.559
O 3.409 -4.647 -0.590
H 0.070 -8.027 -0.286
H -2.925 -5.437 -2.138
O -1.085 0.745 0.763
C -1.859 5.202 -3.772
H 0.755 3.433 -4.765
H 4.911 1.339 1.056
H -0.252 -7.173 1.267
H 5.866 3.098 3.399
H 5.276 -3.693 -2.647
H -2.029 -2.663 3.579
H -0.244 6.824 2.029
H -1.967 3.549 -2.335
H -3.675 -1.831 -3.084
H -4.067 0.553 0.636
Na 0.937 3.737 -0.483
O 4.365 3.327 4.744
C -4.185 -1.280 3.351
H -1.387 -4.597 3.834
C 1.033 5.169 2.574
H -0.873 -8.654 0.861
C 4.717 -1.245 -2.372
H -3.082 0.909 2.145
O -4.007 -0.925 1.997
H 3.422 0.501 1.473
H -3.567 -5.391 -0.608
In -1.713 -2.074 0.545
H 3.956 5.465 -1.035
H 1.642 3.382 1.690
H 4.480 -5.269 1.050
C 4.190 -3.629 -2.634
H -5.033 -1.144 -2.260
C -4.112 -3.066 -1.506
H -6.163 -6.580 2.544
C 3.121 3.771 4.275
O 0.962 -0.319 -0.024
C 4.585 -5.252 -0.035
N -2.731 -3.260 3.153
H 2.348 2.999 4.329
C -4.079 -1.638 -2.085
H -2.196 4.474 0.333
O 4.341 -0.249 -0.162
C -3.831 6.400 -4.026
H 2.852 -2.183 -2.193
H -4.249 -3.029 4.618
C -3.982 0.470 1.716
C -0.703 -7.674 0.405
P 0.308 1.067 0.175
O -4.343 -6.004 3.349
H 3.935 3.381 2.365
H -2.906 -5.611 1.987
H -4.488 -3.787 -2.238
H 2.738 4.630 4.831
C -2.479 -4.559 3.808
N -2.710 -3.544 -1.276
N -0.011 3.817 -2.928
H -2.030 -3.288 -1.981
H 5.513 -4.731 -0.269
H 3.791 -5.632 -2.391
H 4.625 -1.064 -3.446
H -1.343 5.334 -4.724
O -0.370 5.332 0.562
O -3.268 5.124 -4.094
H -1.363 -5.089 0.460
H -4.880 -6.800 1.483
H 4.641 -6.309 -0.297
O -1.780 -6.974 -0.184
N 3.832 -2.364 -2.000
O 2.574 4.553 -2.206
C 3.939 4.707 -1.821
H 3.627 5.093 2.580
H 0.315 2.877 -2.701
H -3.425 -0.818 3.992
H -4.868 0.959 2.129
Na 0.703 -0.479 -2.473
H -5.198 -0.963 3.606
H 5.627 4.837 3.841
C -1.526 4.755 1.152
C -2.999 -5.781 3.068
H 6.256 3.687 5.042
C -1.479 -5.630 -0.491
H -2.938 1.270 -1.232
H -4.809 -3.297 2.959
H 1.478 5.824 3.324
C 0.937 4.177 -3.980
H 2.319 -4.668 -2.436
H 3.828 -3.571 -3.668
H -2.126 5.598 1.506
C -2.711 -4.990 -1.157
H -3.357 7.132 -4.692
In 2.678 -2.739 0.425
H -3.299 0.719 -2.862
C 3.320 -4.723 -2.007
H 3.161 0.238 -1.738
H -1.737 5.928 -2.971
H 4.770 4.926 -2.491
O 0.328 1.646 -1.257
H -4.886 -7.873 2.872
Na 0.422 0.585 2.939
H -1.765 0.292 -2.102
H 4.262 3.820 -1.265
H 3.461 1.673 0.146
H -1.402 3.887 1.798
H -4.738 -3.318 -0.650
H -3.853 6.795 -3.002
C -1.430 3.783 -3.254
C 3.194 4.093 2.726
C -4.054 -2.793 3.570
H -0.564 -5.639 -1.089
C -2.830 0.432 -1.920
O -3.232 -0.767 -1.286
H 0.763 5.208 -4.295
C 5.587 3.805 4.187
H 2.883 4.928 -4.132
*
```